#i
This record from OMol25 describes C15H25N3O4S as an isolated structure. The level of theory is wB97M-V/def2-TZVPD.

Calculated values
LUMO energy, eV: 0.3
Multiplicity: 1
Gap between HOMO and LUMO, eV: 8.3738

Each line ends with the Mulliken charge.
CARTESIAN COORDINATES (ANGSTROEM)
C (0.451, -1.177, -4.720)  -1.756
H (1.200, -1.481, -5.259)  0.533
H (-0.309, -0.741, -5.170)  0.489
H (-0.109, -2.137, -4.317)  0.299
C (0.675, -0.392, -3.612)  -0.949
N (-0.123, 0.055, -2.720)  0.975
S (-0.409, -1.042, -1.675)  1.234
O (-0.573, -2.618, -2.138)  -0.828
O (-1.603, -0.899, -0.774)  -0.626
N (0.919, -1.124, -0.591)  0.274
C (1.227, -0.003, 0.059)  0.762
C (2.342, 0.016, 0.850)  -1.814
C (2.098, -0.906, 1.924)  0.504
C (1.233, -0.916, 2.988)  -0.036
O (0.600, -1.986, 3.453)  -0.681
N (0.760, 0.425, 3.177)  -0.062
H (0.976, 1.303, 2.798)  0.339
C (-0.511, 0.599, 3.971)  -1.073
C (-1.539, 1.175, 3.375)  0.401
C (-2.075, 1.019, 2.034)  -0.146
C (-3.078, 2.011, 1.746)  -0.853
C (-2.636, 2.985, 2.699)  -0.525
O (-1.818, 2.446, 3.706)  -0.349
H (-3.083, 4.007, 2.945)  0.317
H (-3.709, 1.924, 1.016)  0.675
H (-2.101, 0.093, 1.547)  0.812
H (-1.015, -0.369, 4.249)  0.364
H (-0.235, 0.968, 5.037)  0.268
C (2.289, -2.191, 1.083)  -1.097
C (0.991, -2.198, 0.324)  -0.527
H (0.974, -3.288, -0.249)  0.239
H (-0.015, -2.341, 0.930)  0.324
H (2.205, -3.100, 1.927)  0.292
H (3.010, -2.336, 0.501)  0.729
H (3.194, -0.885, 2.482)  0.094
H (2.593, 1.081, 1.458)  0.283
H (3.075, -0.091, 0.306)  0.796
H (1.278, 1.064, -0.754)  0.005
H (0.216, 0.273, 0.670)  -0.364
C (-1.056, 0.739, -3.167)  -1.162
C (-1.458, 2.110, -2.076)  -1.751
H (-2.089, 2.618, -2.609)  0.691
H (-1.757, 1.531, -1.248)  0.243
H (-0.694, 2.642, -2.098)  0.649
H (-2.113, 0.037, -3.248)  0.335
H (-1.062, 1.264, -3.941)  0.863
H (1.311, 0.642, -3.936)  0.443
H (1.552, -0.801, -2.952)  0.366

---

#ii
This record from OMol25 describes one molecule with the formula C15H25N3O4S. The level of theory is wB97M-V/def2-TZVPD.

Calculated values
LUMO energy, eV: 0.5
SMILES: Cc1cc(C)c(C(=O)N2CCC[C@@H](CNS(=O)(=O)N(C)C)C2)o1
Multiplicity: 1
Gap between HOMO and LUMO, eV: 8.4457

Each line ends with the Mulliken charge.
CARTESIAN COORDINATES (ANGSTROEM)
C (-2.953, 0.963, 2.298)  -1.347
C (-2.069, 1.669, 1.335)  0.588
C (-1.350, 2.824, 1.427)  -0.915
C (-0.667, 2.982, 0.197)  1.213
C (0.261, 4.089, -0.150)  -1.493
C (-1.018, 1.890, -0.568)  0.622
C (-0.618, 1.581, -1.944)  0.287
O (-0.176, 2.465, -2.672)  -0.732
N (-0.786, 0.315, -2.420)  0.085
C (-0.463, 0.060, -3.810)  -1.137
C (0.838, -0.729, -3.933)  -0.489
C (0.736, -2.023, -3.127)  -1.394
C (0.361, -1.721, -1.672)  0.627
C (1.501, -1.004, -0.934)  -1.153
N (1.657, -1.532, 0.422)  -0.567
S (0.631, -0.854, 1.563)  1.565
O (0.759, 0.569, 1.558)  -0.653
O (-0.678, -1.415, 1.419)  -0.715
N (1.390, -1.451, 2.936)  -0.164
C (1.059, -0.691, 4.125)  -0.943
C (1.173, -2.876, 3.066)  -0.928
C (-0.939, -0.897, -1.654)  -1.366
O (-1.882, 1.104, 0.132)  -0.454
H (-2.621, -0.070, 2.385)  0.248
H (-2.910, 1.449, 3.268)  0.358
H (-3.984, 0.961, 1.943)  0.335
H (-1.301, 3.484, 2.269)  0.495
H (0.511, 4.046, -1.205)  0.352
H (1.171, 4.003, 0.443)  0.277
H (-0.201, 5.050, 0.075)  0.372
H (-0.376, 1.025, -4.312)  0.492
H (-1.288, -0.509, -4.254)  0.389
H (1.660, -0.117, -3.559)  0.271
H (1.031, -0.952, -4.983)  0.432
H (1.679, -2.573, -3.169)  0.403
H (-0.039, -2.656, -3.566)  0.465
H (0.172, -2.658, -1.141)  0.508
H (1.322, 0.078, -0.897)  0.452
H (2.445, -1.182, -1.452)  0.418
H (2.585, -1.344, 0.776)  0.329
H (0.049, -0.915, 4.488)  0.322
H (1.118, 0.362, 3.861)  0.318
H (1.784, -0.919, 4.905)  0.366
H (1.825, -3.265, 3.846)  0.379
H (0.130, -3.105, 3.307)  0.308
H (1.422, -3.334, 2.112)  0.276
H (-1.213, -0.685, -0.626)  0.557
H (-1.740, -1.491, -2.109)  0.339

---

Which one is most stable, and which one is least stable? #ii is the most stable of them, while #i is the least stable.

---

#i
This record from OMol25 describes one molecule with the formula C3H8OS2. The level of theory is wB97M-V/def2-TZVPD.

Calculated values
LUMO energy, eV: 0.8
SMILES: CCOC(S)S
Multiplicity: 1
Gap between HOMO and LUMO, eV: 9.4745

Each line ends with the Mulliken charge.
CARTESIAN COORDINATES (ANGSTROEM)
C (1.192, 1.451, -0.531)  -0.855
C (0.091, 0.588, -1.178)  -0.424
O (-0.780, 0.086, -0.176)  -0.229
C (-0.636, -1.171, 0.377)  -0.188
S (-2.123, -1.312, 1.487)  -0.168
S (0.828, -1.177, 1.583)  -0.253
H (1.705, 1.954, -1.320)  0.384
H (0.765, 2.214, 0.196)  0.247
H (1.913, 0.794, 0.103)  0.218
H (0.406, -0.084, -1.907)  0.381
H (-0.655, 1.227, -1.670)  0.264
H (-0.397, -2.062, -0.326)  0.347
H (-2.749, -2.321, 0.863)  0.115
H (0.439, -0.187, 2.498)  0.160

---

#ii
This record from OMol25 describes a 2-piece molecular cluster, C3H8OS2 overall. The level of theory is wB97M-V/def2-TZVPD.

Calculated values
LUMO energy, eV: 0.5
SMILES: C1CSSC1.O
Multiplicity: 1
Gap between HOMO and LUMO, eV: 8.1479

Each line ends with the Mulliken charge.
CARTESIAN COORDINATES (ANGSTROEM)
C (0.000, 0.000, 0.000)  -0.626
C (0.112, -1.451, -0.010)  -0.307
S (1.771, -2.076, -0.210)  -0.128
S (2.653, -0.300, -0.237)  -0.137
C (1.199, 0.615, -0.640)  -0.503
H (-0.079, 0.369, 1.041)  0.268
H (-0.878, 0.378, -0.559)  0.268
H (-0.244, -1.866, 0.953)  0.249
H (-0.512, -1.886, -0.815)  0.291
H (1.001, 0.669, -1.728)  0.307
H (1.227, 1.650, -0.251)  0.326
O (-3.548, -2.614, 0.266)  -0.649
H (-3.196, -3.528, 0.355)  0.324
H (-3.313, -2.174, 1.114)  0.318

---

Which one is most stable, and which one is least stable? #ii is the most stable of them, while #i is the least stable.